(1)
Formula: C2H10O3
Source: OMol25
Level of theory: ωB97M-V/def2-TZVPD

Each line ends with the natural charge from an NBO analysis.
Atoms and positions in Å:
C  4.67286  -1.94702  3.09240  -0.382
C  4.82039  -1.46054  1.87937  -0.389
H  4.05748  -1.59433  3.92175  0.193
H  5.16981  -2.88003  3.40633  0.190
H  4.32709  -0.62744  1.38294  0.199
H  5.52335  -1.97264  1.22530  0.189
H  -2.48940  4.56692  -2.85598  0.479
H  -3.97012  4.42126  -2.43341  0.467
O  -3.21159  4.98722  -2.34210  -0.946
H  -1.20970  1.21441  -3.80580  0.472
H  0.06279  1.93939  -3.35658  0.473
O  -0.90112  2.02719  -3.41101  -0.944
H  -6.04057  -3.58852  1.14973  0.475
H  -5.19471  -2.26732  1.40405  0.475
O  -5.61655  -2.81855  0.74301  -0.950

Results
LUMO energy: 0.75 eV
spin multiplicity: 1

=====

(2)
Formula: CO4S2
Source: OMol25
Level of theory: ωB97M-V/def2-TZVPD

Each line ends with the natural charge from an NBO analysis.
Atoms and positions in Å:
C  -1.68854  -0.51779  -0.13423  1.050
O  -2.63210  -0.10347  0.34582  -0.467
O  0.91594  1.32193  -1.00248  -0.823
O  -0.74340  -0.95659  -0.62511  -0.562
O  0.35700  0.57708  1.26746  -0.849
S  2.63822  -0.75678  0.06162  -0.258
S  1.15287  0.43564  0.08693  1.909

Results
LUMO energy: -1.09 eV
spin multiplicity: 1

=====

(3)
Formula: C30H43GeN5O3SSiSr
Source: OMol25
Level of theory: ωB97M-V/def2-TZVPD

Each line ends with the Mulliken charge.
Atoms and positions in Å:
Sr  1.31658  -0.53731  -1.18468  1.687
N  -0.80427  -4.40425  -3.28327  -0.551
C  -0.23914  -4.11216  -2.04938  0.148
S  -1.20323  -4.23225  -0.66740  -0.411
N  1.06446  -3.90249  -2.08583  -1.212
N  1.63786  -3.13787  -1.18751  0.960
C  2.88042  -3.32916  -0.89362  -1.398
C  3.59742  -2.41053  -0.04071  1.547
C  4.95430  -2.61991  0.24333  -0.922
C  5.62317  -1.73192  1.05766  -0.239
C  4.93287  -0.65609  1.60344  -1.098
C  3.59460  -0.52665  1.27971  -0.535
N  2.94575  -1.36102  0.48208  -0.131
H  -1.80204  -4.27771  -3.27852  0.269
H  -0.32679  -3.96378  -4.05887  0.257
H  3.43109  -4.18167  -1.29269  0.277
H  5.46217  -3.46954  -0.19488  0.367
H  6.68045  -1.86426  1.25353  0.372
H  5.43161  0.06964  2.23078  0.393
H  2.98981  0.27846  1.68732  0.889
N  1.56934  1.85525  -0.32129  0.320
C  2.89846  2.46597  -0.35899  -0.990
C  3.52666  2.25022  -1.73851  -0.065
C  3.89792  0.75234  -1.88204  0.406
O  5.00520  0.40274  -1.45705  -0.706
O  3.01392  0.00403  -2.41062  -0.954
H  0.88862  2.46398  -0.76064  0.021
H  1.21979  1.63643  0.61995  0.043
H  3.54397  1.98322  0.37580  0.230
H  2.87484  3.53841  -0.11397  0.470
H  4.42851  2.85504  -1.84209  0.473
H  2.80593  2.52423  -2.51193  -0.019
C  -2.18532  1.12438  5.04816  -1.863
C  -0.94148  1.05667  4.15676  2.222
C  -0.25108  2.42312  4.14172  -1.676
C  0.02510  0.03158  4.76183  -1.649
Si  -1.27275  0.51668  2.31812  -1.700
O  0.07362  0.44043  1.53208  0.363
C  -2.47547  1.78522  1.52826  0.433
C  -3.65264  2.29630  2.07948  -0.086
C  -4.45756  3.18938  1.38305  -0.829
C  -4.10156  3.59797  0.10518  -0.594
C  -2.94428  3.09473  -0.47295  -0.433
C  -2.15263  2.20082  0.23405  0.021
C  -2.29426  -1.08928  2.48188  0.510
C  -1.63740  -2.28071  2.80056  -0.044
C  -2.33027  -3.46206  3.01865  -0.694
C  -3.71328  -3.48326  2.90807  -0.473
C  -4.38583  -2.32574  2.54508  -0.642
C  -3.68081  -1.14846  2.33257  -0.055
H  -1.89929  1.22174  6.10477  0.496
H  -2.79096  0.21948  4.94632  0.350
H  -2.80436  1.98857  4.79670  0.291
H  -0.00810  2.76058  5.15900  0.505
H  -0.88794  3.17827  3.67094  0.305
H  0.67724  2.36273  3.56817  0.131
H  0.38286  0.36249  5.74691  0.505
H  0.88875  -0.11187  4.10754  0.123
H  -0.46897  -0.93426  4.88856  0.335
H  -3.96051  1.98585  3.07167  0.258
H  -5.37105  3.56055  1.83625  0.363
H  -4.72827  4.29614  -0.43847  0.337
H  -2.66626  3.38786  -1.47893  0.442
H  -1.26517  1.77942  -0.22412  -0.043
H  -0.55397  -2.28173  2.85273  0.372
H  -1.79245  -4.37038  3.26332  0.354
H  -4.26123  -4.40144  3.08703  0.320
H  -5.46348  -2.34253  2.42152  0.368
H  -4.22355  -0.26049  2.02993  0.326
C  -1.73517  0.98408  -5.96916  -1.329
Ge  -0.28830  0.42325  -4.66307  0.488
C  0.41927  -1.22139  -5.52572  -1.266
C  1.10929  1.81833  -4.87736  -1.104
C  -0.76456  0.09580  -2.82946  -0.751
H  -1.32398  1.03675  -6.98270  0.347
H  -2.15985  1.96002  -5.72103  0.363
H  -2.54992  0.25616  -5.96632  0.343
H  0.78247  -1.03681  -6.53917  0.410
H  -0.36731  -1.97801  -5.58014  0.262
H  1.23747  -1.61597  -4.91961  0.391
H  1.29777  2.06436  -5.92506  0.412
H  2.03078  1.44170  -4.43010  0.225
H  0.82468  2.73661  -4.35728  0.314
H  -1.52674  -0.69555  -2.80987  0.331
H  -1.25155  1.00053  -2.43546  -0.283

Results
LUMO energy: 4.40 eV
total charge: -2
spin multiplicity: 1

=====

(4)
Formula: C19H43BBrInNO14
Source: OMol25
Level of theory: ωB97M-V/def2-TZVPD

Each line ends with the Mulliken charge.
Atoms and positions in Å:
C  5.11424  -6.08832  -2.30672  -1.087
C  5.04477  -4.65644  -2.86829  -0.650
C  3.81259  -3.90014  -2.38480  -0.256
N  2.55669  -4.58690  -2.68420  -0.532
In  1.03566  -3.15303  -3.26516  0.820
C  1.29261  -1.51149  -1.74931  -1.339
C  1.12245  -2.09595  -0.38774  0.422
C  -0.31532  -2.50154  -0.07232  -1.323
Br  1.67043  -0.76164  1.04041  -0.290
B  1.45246  -2.52541  -5.43653  0.318
O  2.54510  -1.75426  -5.80021  -0.533
O  0.65954  -2.89659  -6.52506  -0.522
C  0.05346  -4.18426  -6.44008  -0.602
H  4.25665  -6.26610  -1.66335  0.297
H  6.01900  -6.21826  -1.71540  0.342
H  5.12053  -6.84636  -3.08634  0.265
H  5.04739  -4.64438  -3.95819  0.308
H  5.92350  -4.10201  -2.53464  0.395
H  3.90224  -3.72358  -1.30588  0.155
H  3.86174  -2.90220  -2.84724  0.164
H  2.73116  -5.23638  -3.44288  0.179
H  -0.57057  -3.90570  -3.05486  -0.443
H  2.33157  -1.19633  -1.85550  0.348
H  0.63268  -0.66226  -1.91067  0.528
H  1.77422  -2.95674  -0.26758  0.068
H  -0.99019  -1.79156  -0.54674  0.288
H  -0.51427  -3.49582  -0.46240  0.249
H  -0.50804  -2.48345  0.99648  0.489
H  2.89481  -2.07076  -6.63706  0.266
H  -0.10956  -4.54537  -7.45335  0.265
H  0.68716  -4.90694  -5.93041  0.231
H  -0.89885  -4.12470  -5.91700  0.243
C  4.93552  4.76003  3.16731  -0.607
O  5.17152  4.33956  1.82406  -0.344
C  4.20869  3.55591  1.32624  0.795
O  3.21933  3.21292  1.91773  -0.537
O  4.53040  3.23281  0.08368  -0.347
C  3.57460  2.38710  -0.58141  -0.442
H  5.78350  5.38171  3.44009  0.209
H  4.01625  5.33927  3.23355  0.281
H  4.87768  3.90204  3.83459  0.283
H  2.61014  2.88540  -0.65386  0.270
H  3.45956  1.43590  -0.06760  0.171
H  3.97143  2.21761  -1.57729  0.223
C  -4.29256  -6.62437  2.59962  -0.623
O  -2.98286  -7.17392  2.74038  -0.340
C  -2.12030  -6.75388  1.80593  0.807
O  -2.37768  -5.99451  0.91351  -0.531
O  -0.94444  -7.32442  2.04423  -0.328
C  0.09208  -6.95911  1.12124  -0.544
H  -4.88186  -7.04235  3.41092  0.209
H  -4.26593  -5.53965  2.68323  0.298
H  -4.72804  -6.90681  1.64297  0.290
H  0.28418  -5.88914  1.15381  0.224
H  -0.16576  -7.25612  0.10750  0.303
H  0.97922  -7.49596  1.44258  0.227
C  -3.05514  5.38254  3.61550  -0.540
O  -2.52528  4.06067  3.58997  -0.356
C  -1.32028  3.97218  3.00833  0.765
O  -0.71414  4.90300  2.54051  -0.568
O  -0.93428  2.71131  3.04219  -0.381
C  0.35434  2.45470  2.44663  -0.369
H  -4.02471  5.32215  4.10140  0.230
H  -2.40770  6.04823  4.18425  0.308
H  -3.18577  5.76413  2.60479  0.188
H  1.13040  3.00625  2.96305  0.308
H  0.34687  2.72117  1.39318  0.277
H  0.53934  1.39100  2.54443  0.115
C  -8.56835  8.76725  2.37734  -0.636
O  -7.26614  8.19252  2.49754  -0.306
C  -6.39910  8.60563  1.57291  0.750
O  -6.63195  9.39282  0.69404  -0.548
O  -5.23763  7.99786  1.79334  -0.224
C  -4.20269  8.34636  0.86768  -0.619
H  -9.15740  8.34388  3.18510  0.214
H  -8.52182  9.84945  2.48179  0.292
H  -9.01542  8.50838  1.41971  0.293
H  -3.98435  9.41098  0.91759  0.305
H  -4.48461  8.07141  -0.14626  0.327
H  -3.32474  7.78097  1.16497  0.166

Results
LUMO energy: 1.90 eV
total charge: -1
spin multiplicity: 1

=====

Number 1: HOMO energy -10.32 eV. Number 2: HOMO energy -10.50 eV. Number 3: HOMO energy -1.69 eV. Number 4: HOMO energy -4.21 eV.